C34H29ClMnN2O7P | the ωB97M-V functional and the def2-TZVPD basis

Positions of all 75 atoms, in Å:
1 Mn 0.79381 0.10095 0.03748
2 Cl 6.65382 -4.13092 0.40975
3 C 5.38378 -2.95117 0.50276
4 C 5.61998 -1.74882 1.21279
5 C 4.65906 -0.79053 1.31818
6 C 3.38096 -0.96221 0.71149
7 O 2.50371 -0.02631 0.85654
8 C 3.15782 -2.17499 0.00062
9 C 1.92458 -2.45462 -0.62247
10 O 0.93435 -1.68783 -0.67687
11 C 4.18217 -3.16329 -0.08674
12 H 6.58676 -1.60277 1.67627
13 H 4.84145 0.12701 1.85970
14 H 1.79919 -3.43218 -1.10475
15 H 3.99415 -4.07970 -0.63046
16 O -2.08178 2.08384 -0.67142
17 C -2.41625 0.99363 -0.42293
18 O -1.39692 -0.10379 -0.37651
19 C -3.72482 0.39038 -0.09718
20 C -4.89369 1.12874 0.00319
21 C -6.05829 0.43989 0.30728
22 C -6.04353 -0.94179 0.49843
23 C -4.86811 -1.67418 0.39261
24 C -3.70632 -0.98038 0.09527
25 P -2.03905 -1.55882 -0.10129
26 C -1.85297 -2.54591 -1.55490
27 C -1.82942 -1.85435 -2.76979
28 C -1.73916 -2.56026 -3.95563
29 C -1.68217 -3.94679 -3.93655
30 C -1.71065 -4.63359 -2.73278
31 C -1.79339 -3.93894 -1.53565
32 C -1.31869 -2.10474 1.42114
33 C -1.34244 -3.43495 1.85269
34 C -0.79440 -3.76289 3.08085
35 C -0.22736 -2.77967 3.87947
36 C -0.22419 -1.45624 3.46782
37 C -0.77821 -1.10525 2.24784
38 H -4.88276 2.19862 -0.14961
39 H -6.99026 0.97867 0.39747
40 H -6.96592 -1.45380 0.73467
41 H -4.87271 -2.74454 0.54311
42 H -1.84676 -0.77305 -2.79799
43 H -1.70527 -2.02724 -4.89483
44 H -1.61232 -4.49432 -4.86623
45 H -1.66403 -5.71338 -2.72127
46 H -1.80076 -4.49654 -0.61511
47 H -1.78488 -4.21963 1.26208
48 H -0.80825 -4.79143 3.41366
49 H 0.20633 -3.04529 4.83395
50 H 0.20269 -0.68069 4.08847
51 H -0.78092 -0.04905 1.98807
52 C -0.24882 4.64508 -2.33192
53 C 1.21672 4.68979 -1.92967
54 C 1.49966 4.04390 -0.56693
55 C 3.01230 4.13218 -0.25182
56 C 3.42567 3.56572 1.09643
57 C 0.75951 4.80547 0.52741
58 O 0.77451 6.01012 0.59307
59 N 0.08528 4.06325 1.48216
60 C -0.05088 2.68164 1.50510
61 O -0.70728 2.13285 2.37863
62 N 0.54101 1.99921 0.49796
63 C 1.12409 2.58120 -0.56633
64 O 1.40660 1.82920 -1.51064
65 H -0.40420 5.11615 -3.30185
66 H -0.87451 5.17586 -1.61186
67 H -0.60404 3.61718 -2.40546
68 H 1.56521 5.72194 -1.87805
69 H 1.83150 4.16891 -2.66489
70 H 3.27301 5.19016 -0.32083
71 H 3.53095 3.61413 -1.06138
72 H 2.98587 4.12481 1.92379
73 H 4.50767 3.63242 1.20584
74 H 3.14393 2.51548 1.20242
75 H -0.38172 4.57847 2.21610

As for the orbital gap (spin up / spin down): 0.2459 / 0.2346 hartree. As for the charge: +1. As for the expectation value of S²: 3.771. The LUMO energy (spin up / spin down) is -3.8 / -3.8 eV. Its spin multiplicity is 4. As for the total energy: -3901.703047 hartree.

Atomic partial charges in e from the Löwdin method, atoms 1 to 4: Mn 0.83; Cl 0.68; C -0.67; C -0.07

C34H29F6MoN3O14S2Te | the ωB97M-V functional and the def2-TZVPD basis

Positions of all 90 atoms, in Å:
1 Mo -2.35445 1.28010 0.11306
2 O -5.23091 6.75916 -0.30850
3 C -4.62000 5.72849 -0.31596
4 C -4.78931 4.57576 -1.32091
5 O -5.56395 4.53721 -2.24459
6 C -3.83146 3.55603 -0.86240
7 C -3.18590 3.96527 0.28357
8 O -2.36847 3.07891 0.80247
9 C -3.52525 5.32040 0.68655
10 O -3.08092 6.01130 1.57196
11 O -3.54220 2.39459 -1.35372
12 F -5.33955 -3.21165 3.81305
13 C -4.56228 -3.20276 2.73193
14 F -3.66809 -4.18542 2.84425
15 F -5.32637 -3.45043 1.66625
16 S -3.68622 -1.58648 2.57237
17 O -3.04488 -1.64066 1.28558
18 O -2.89449 -1.54097 3.75862
19 N -4.94398 -0.61137 2.62827
20 S -5.40708 0.35284 1.51107
21 O -4.36188 0.99515 0.70641
22 O -6.42928 1.22999 1.96620
23 C -6.23473 -0.64811 0.19246
24 F -7.29117 -1.29047 0.68283
25 F -6.64229 0.18700 -0.76161
26 F -5.40441 -1.53272 -0.35585
27 O -0.90416 1.90982 -1.19767
28 C -0.73471 1.58555 -2.37844
29 C -1.37890 0.49247 -3.05452
30 C -0.96901 0.15742 -4.34533
31 C -1.48618 -0.95977 -4.94930
32 C -2.45229 -1.74802 -4.31964
33 C -2.88256 -1.42487 -3.05572
34 C -2.33044 -0.32293 -2.39303
35 O -2.65675 -0.08323 -1.14725
36 N -0.98096 -1.35971 -6.26569
37 O -1.47593 -2.34202 -6.78364
38 O -0.09232 -0.69270 -6.75850
39 H -0.00789 2.18313 -2.93888
40 H -0.21902 0.74433 -4.85946
41 H -2.84247 -2.60988 -4.84124
42 H -3.61362 -2.02154 -2.52850
43 C -0.34958 0.87985 3.50928
44 C -1.18901 0.85939 2.28233
45 O -2.44046 1.05112 2.35164
46 N -0.74033 0.65669 1.04375
47 Te 1.75153 1.05200 0.55214
48 C 3.85530 1.06322 -0.13744
49 C 4.78448 1.94663 0.42567
50 C 4.43676 2.90775 1.53842
51 C 6.10707 1.94226 -0.02010
52 C 6.53070 1.10747 -1.03867
53 C 7.94672 1.14728 -1.55194
54 C 5.59384 0.25980 -1.61619
55 C 4.26968 0.23533 -1.19480
56 C 3.31651 -0.70383 -1.88967
57 C 1.91620 -1.00386 1.08288
58 C 2.77639 -1.38034 2.12899
59 C 3.72167 -0.41948 2.79864
60 C 2.78751 -2.70501 2.55776
61 C 1.96580 -3.66783 1.99468
62 C 1.98407 -5.09448 2.47549
63 C 1.12931 -3.28030 0.96082
64 C 1.09032 -1.97193 0.49023
65 C 0.14343 -1.68837 -0.64408
66 H -0.98984 0.75128 4.37905
67 H 0.17232 1.83666 3.56856
68 H 0.38814 0.07760 3.46201
69 H 3.38258 3.17246 1.53628
70 H 5.02348 3.82202 1.44168
71 H 4.66853 2.46703 2.51158
72 H 6.81797 2.61993 0.44389
73 H 8.59782 1.69715 -0.87278
74 H 7.98322 1.63807 -2.52706
75 H 8.34706 0.14011 -1.67698
76 H 5.90377 -0.40258 -2.41918
77 H 3.73060 -1.04667 -2.83837
78 H 2.36532 -0.20573 -2.08311
79 H 3.10901 -1.57652 -1.26776
80 H 3.26414 0.56272 2.91584
81 H 4.61860 -0.28462 2.19003
82 H 4.02027 -0.79584 3.77733
83 H 3.45101 -2.98326 3.37036
84 H 2.72767 -5.23458 3.25942
85 H 2.22042 -5.77253 1.65349
86 H 1.00894 -5.38427 2.87092
87 H 0.46560 -4.01123 0.50846
88 H 0.23119 -2.45920 -1.41355
89 H 0.34596 -0.71630 -1.08994
90 H -0.88501 -1.68423 -0.27656

As for the orbital gap (spin up / spin down): 0.2094 / 0.2131 hartree. As for the charge: -1. As for the expectation value of S²: 0.764. The LUMO energy (spin up / spin down) is 0.0 / 0.1 eV. Its spin multiplicity is 2. As for the total energy: -4262.463143 hartree.

Atomic partial charges in e from the Löwdin method, atoms 1 to 4: Mo 1.97; O 0.15; C -0.23; C -0.26

C34H29IN6OPPd | the ωB97M-V functional and the def2-TZVPD basis

Positions of all 73 atoms, in Å:
1 Pd 0.62654 0.76404 0.08841
2 N 3.51074 -0.62636 3.61411
3 C 2.91244 -0.53486 2.42941
4 N 2.02754 0.37114 2.10941
5 C 1.72024 1.34114 3.04111
6 N 0.87684 2.29984 2.77161
7 N 0.23394 2.40654 1.66331
8 C -0.79366 3.15464 1.47251
9 C -1.32866 3.28324 0.13761
10 C -2.34566 4.19624 -0.15659
11 C -2.72416 4.37804 -1.47689
12 C -2.06336 3.66634 -2.46699
13 C -1.07326 2.76454 -2.09159
14 N -0.74046 2.55314 -0.83099
15 C 2.29544 1.28584 4.35601
16 C 1.94794 2.19644 5.36151
17 C 2.47514 2.04844 6.62421
18 C 3.36374 1.00484 6.90761
19 C 3.73974 0.10934 5.92531
20 C 3.20734 0.24214 4.64481
21 H 4.20264 -1.35096 3.78931
22 H 3.18474 -1.27046 1.68131
23 H -1.23826 3.73434 2.28211
24 H -2.80796 4.76184 0.63771
25 H -3.50656 5.07624 -1.73429
26 H -2.29376 3.80754 -3.50969
27 H -0.53226 2.20374 -2.84259
28 H 1.25754 2.98994 5.12381
29 H 2.20474 2.74514 7.40181
30 H 3.76074 0.90094 7.90701
31 H 4.44364 -0.67946 6.14361
32 O -0.83506 0.17574 2.64321
33 N -0.78606 -0.67816 1.57401
34 C -1.29716 -1.83636 1.70801
35 C -1.55676 -2.76196 0.63641
36 C -2.13106 -3.99066 0.98511
37 C -2.67446 -4.81936 0.02331
38 C -2.65256 -4.42366 -1.30639
39 C -2.03786 -3.23746 -1.67819
40 C -1.47256 -2.40216 -0.71959
41 P -0.63246 -0.90076 -1.35439
42 C -1.75976 -0.28676 -2.62329
43 C -1.30886 0.12424 -3.88429
44 C -2.22156 0.57714 -4.81919
45 C -3.56776 0.67784 -4.48609
46 C -4.01196 0.31794 -3.21859
47 C -3.11226 -0.15726 -2.28669
48 C 0.80634 -1.64896 -2.17719
49 C 2.02164 -1.62166 -1.48579
50 C 3.15354 -2.17506 -2.05809
51 C 3.07514 -2.75216 -3.32009
52 C 1.86484 -2.79876 -3.99599
53 C 0.72534 -2.25796 -3.42759
54 H -1.36286 -0.19756 3.38081
55 H -1.69126 -2.13786 2.68421
56 H -2.17876 -4.27106 2.02691
57 H -3.14346 -5.74686 0.31451
58 H -3.12246 -5.03466 -2.06059
59 H -2.02996 -2.95346 -2.72049
60 H -0.26006 0.05694 -4.13909
61 H -1.88596 0.85084 -5.80879
62 H -4.27496 1.03304 -5.21979
63 H -5.05846 0.40084 -2.96739
64 H -3.44896 -0.45586 -1.30389
65 H 2.05534 -1.16086 -0.48649
66 H 4.09984 -2.15896 -1.53719
67 H 3.95684 -3.18126 -3.76989
68 H 1.80464 -3.25956 -4.96959
69 H -0.21416 -2.31876 -3.95409
70 I 3.70014 2.48674 0.02111
71 C 2.30874 1.68974 -1.34979
72 H 2.76484 0.91854 -1.95929
73 H 1.84894 2.49284 -1.91349

As for the orbital gap (spin up / spin down): 0.1667 / 0.1644 hartree. As for the charge: +3. The LUMO energy (spin up / spin down) is -11.4 / -11.4 eV. As for the total energy: -2482.641834 hartree.

Atomic partial charges in e from the Löwdin method, atoms 1 to 4: Pd 0.75; N 0.16; C -0.13; N 0.05